C8H15N3O | wB97M-V/def2-TZVPD

Geometry as ORCA input:
```
! wB97M-V def2-TZVPD RIJCOSX def2/J DEFGRID3
* xyz 0 1
C 3.081 -2.336 -0.496
C 2.423 -1.267 -0.051
C 0.922 -1.264 0.110
C 3.154 -0.015 0.366
N 2.591 1.178 -0.264
C 3.305 2.387 0.149
H 2.534 -3.226 -0.786
H 4.169 -2.349 -0.604
H 0.672 -1.018 1.158
H 0.442 -0.528 -0.538
H 0.496 -2.258 -0.137
H 3.169 0.043 1.470
H 4.225 -0.094 0.069
H 1.635 1.305 0.018
H 4.353 2.361 -0.207
H 3.343 2.539 1.230
H 2.828 3.291 -0.296
C -5.926 0.109 -0.417
C -4.506 0.027 0.036
N -3.989 -0.619 1.010
N -2.626 -0.407 0.957
C -2.433 0.338 -0.053
O -3.566 0.664 -0.703
H -6.548 -0.536 0.212
H -6.022 -0.219 -1.454
H -6.244 1.180 -0.341
H -1.484 0.713 -0.437
*
```

Values from the calculation:
**E_LUMO**: 0.7 eV
**SMILES**: C=C(C)CNC.Cc1nnco1
**Kohn-Sham gap**: 9.71 eV

Here are the natural (NBO) charges for atoms 1 to 2, given in e: number 1, C, carries -0.40; number 2, C, carries 0.03